Here is a structure of composition C33H43N6O6PdTe from OMol25. Energies are from the ωB97M-V functional and the def2-TZVPD basis.

* largest force on an atom: 0.264 eV Å⁻¹
* net charge: +2
* HOMO (spin up / spin down): -12.73 / -13.08 eV
* HOMO-LUMO gap (spin up / spin down): 8.15 / 6.29 eV
* multiplicity: 6
* <S²>: 8.7723

Each line ends with the Mulliken spin population.
CARTESIAN COORDINATES (ANGSTROEM)
Pd1 -2.11 -0.49 1.97  1.517
O1 -2.62 1.69 1.97  0.074
C1 -4.00 2.11 1.98  -0.005
C2 -4.68 2.01 0.63  -0.001
C3 -4.54 0.65 -0.06  0.009
C4 -5.01 -0.52 0.76  0.000
C5 -6.33 -0.95 0.67  0.006
C6 -6.76 -2.04 1.41  -0.006
C7 -5.84 -2.70 2.22  0.007
C8 -4.55 -2.22 2.27  -0.005
N1 -4.14 -1.16 1.57  0.164
H1 -2.12 2.08 1.23  -0.009
H2 -4.06 3.13 2.35  0.002
H3 -4.49 1.46 2.71  0.002
H4 -4.28 2.77 -0.04  0.000
H5 -5.73 2.25 0.78  0.001
H6 -3.50 0.48 -0.34  0.007
H7 -5.11 0.67 -0.98  -0.001
H8 -7.01 -0.43 0.01  0.001
H9 -7.78 -2.38 1.34  0.000
H10 -6.12 -3.56 2.80  0.000
H11 -3.80 -2.71 2.88  0.005
C9 -0.47 -4.15 4.89  0.001
N2 -0.95 -2.78 5.10  -0.001
C10 -0.98 -2.21 6.34  0.004
C11 -1.41 -0.94 6.53  -0.002
C12 -1.83 -0.22 5.38  -0.001
N3 -1.83 -0.80 4.18  0.035
C13 -1.37 -2.06 4.02  0.003
O2 -1.35 -2.54 2.87  0.069
N4 -2.24 1.05 5.45  0.001
H12 -0.26 -4.60 5.86  0.000
H13 0.44 -4.14 4.29  0.000
H14 -1.23 -4.73 4.37  0.000
H15 -0.64 -2.83 7.15  0.000
H16 -1.42 -0.50 7.51  0.000
H17 -2.24 1.55 6.32  0.000
H18 -2.44 1.55 4.60  -0.002
O3 1.25 -1.73 0.97  0.264
N5 1.41 -1.05 1.92  0.483
O4 -0.81 1.07 0.00  0.507
O5 0.70 -0.31 2.53  0.189
C14 -1.53 -2.37 -0.89  0.014
C15 -1.02 -0.97 -1.04  -0.015
O6 -0.42 -0.58 -2.02  0.178
N6 -1.29 -0.12 0.05  0.529
Te1 1.12 1.88 -2.25  0.962
C16 2.23 1.88 -4.02  0.000
C17 3.56 2.32 -4.04  -0.057
C18 4.29 2.83 -2.82  0.054
C19 4.24 2.27 -5.25  -0.008
C20 3.63 1.82 -6.42  0.028
C21 4.38 1.78 -7.72  -0.001
C22 2.30 1.42 -6.37  -0.002
C23 1.58 1.44 -5.19  -0.048
C24 0.14 0.99 -5.17  0.038
C25 2.47 0.84 -1.03  0.068
C26 3.09 -0.33 -1.48  -0.109
C27 2.80 -0.99 -2.81  0.017
C28 4.05 -0.91 -0.65  -0.016
C29 4.38 -0.37 0.58  0.032
C30 5.41 -1.04 1.46  0.004
C31 3.73 0.78 1.00  0.008
C32 2.77 1.40 0.21  -0.046
C33 2.12 2.67 0.71  0.083
H19 -0.67 -3.03 -0.71  0.006
H20 -2.00 -2.68 -1.82  0.003
H21 -2.22 -2.47 -0.06  -0.015
H22 3.65 3.45 -2.20  0.001
H23 5.14 3.43 -3.12  0.003
H24 4.66 2.01 -2.21  -0.005
H25 5.26 2.62 -5.29  0.002
H26 5.39 2.18 -7.61  0.000
H27 3.86 2.36 -8.49  0.002
H28 4.46 0.75 -8.08  0.002
H29 1.81 1.08 -7.27  0.000
H30 -0.18 0.71 -6.17  0.002
H31 -0.53 1.79 -4.83  0.001
H32 -0.01 0.13 -4.52  -0.015
H33 1.75 -0.91 -3.08  -0.004
H34 3.06 -2.05 -2.76  0.002
H35 3.39 -0.54 -3.60  0.002
H36 4.54 -1.82 -0.98  0.001
H37 6.15 -1.56 0.86  0.001
H38 4.93 -1.77 2.11  0.003
H39 5.92 -0.31 2.09  0.000
H40 3.98 1.22 1.96  0.000
H41 2.41 2.87 1.73  0.002
H42 1.03 2.60 0.67  -0.023
H43 2.43 3.53 0.11  -0.004